137
Properties=species:S:1:pos:R:3 method="wB97M-V/def2-TZVPD" total_charge=0 e_homo_ha="-0.19762 / -0.19752" s2=0.76 multiplicity=2 e_above_lowest_kcal_mol=298.92 e_lumo_ev="-0.49 / -0.71"
W 1.891 -0.133 -1.378
O 0.033 5.132 -1.737
C 0.560 3.890 -1.482
C 0.246 3.225 -0.212
C 1.303 2.319 0.221
N 2.212 1.751 -0.704
C 2.198 2.197 -2.023
C 1.430 3.360 -2.360
C 2.808 1.420 -3.104
O 2.778 1.709 -4.284
O 3.347 0.227 -2.641
C 1.102 1.868 1.531
O -0.004 1.959 2.122
O 1.351 -0.765 0.202
H -0.639 5.345 -1.085
H -0.033 3.920 0.574
H 1.630 3.847 -3.303
C -2.855 -6.324 1.213
C -3.392 -4.912 1.454
C -4.354 -5.019 2.655
C -4.212 -4.468 0.241
N -0.995 -3.843 1.055
C -0.070 -4.921 1.440
C 1.113 -4.387 1.732
N 1.120 -3.013 1.652
B 2.581 -2.440 1.955
N 3.607 -3.133 1.050
C 4.791 -3.556 1.609
C 5.619 -3.911 0.614
N 4.958 -3.694 -0.580
C 3.714 -3.226 -0.311
S 2.430 -2.891 -1.394
C 5.727 -3.867 -1.862
C 5.973 -5.363 -2.032
C 5.044 -3.312 -3.106
C 7.047 -3.113 -1.682
N 2.791 -0.869 2.027
C 1.945 -0.099 2.626
C 2.262 1.317 2.433
N 3.519 1.245 1.753
C 3.750 -0.030 1.347
S 4.579 -0.465 0.000
C 4.533 2.331 1.943
C 5.438 2.519 0.726
C 3.783 3.644 2.167
C 5.354 1.966 3.177
C -0.179 -2.640 1.413
S -0.835 -1.144 0.807
H -3.699 -6.983 1.011
H -2.340 -6.717 2.089
H -2.197 -6.384 0.352
H -5.023 -5.864 2.496
H -4.979 -4.137 2.769
H -3.825 -5.188 3.593
H -5.103 -5.093 0.181
H -3.662 -4.564 -0.688
H -4.535 -3.431 0.327
H -0.382 -5.937 1.334
H 2.013 -4.912 1.995
H 2.826 -2.817 3.076
H 4.936 -3.565 2.671
H 6.614 -4.304 0.651
H 5.028 -5.891 -2.149
H 6.506 -5.788 -1.183
H 6.573 -5.530 -2.925
H 4.136 -3.846 -3.358
H 5.761 -3.433 -3.920
H 4.799 -2.254 -3.016
H 7.690 -3.560 -0.926
H 6.862 -2.074 -1.413
H 7.586 -3.132 -2.627
H 1.070 -0.480 3.123
H 2.264 1.929 3.337
H 4.852 2.648 -0.182
H 6.118 1.690 0.575
H 6.029 3.420 0.901
H 3.044 3.808 1.385
H 4.504 4.459 2.135
H 3.288 3.690 3.138
H 5.929 1.057 3.001
H 4.712 1.810 4.045
H 6.050 2.770 3.414
C -6.835 4.595 2.878
C -5.620 3.978 2.247
C -4.341 4.339 2.627
C -3.204 3.785 2.044
C -1.884 4.273 2.568
C -3.340 2.840 1.021
Te -1.750 1.910 -0.215
N -0.075 0.690 -1.627
C -0.312 -0.582 -1.783
O 0.609 -1.178 -2.572
C -1.120 -1.436 -0.909
C -2.439 -1.391 1.511
C -2.887 -2.528 2.008
C -2.289 -3.892 1.890
C -1.201 -3.909 -0.427
C -1.163 -2.815 -1.208
C -2.656 2.706 -1.982
C -2.945 1.865 -3.065
C -2.966 0.369 -3.015
C -3.322 2.426 -4.285
C -3.444 3.788 -4.462
C -3.769 4.381 -5.801
C -3.254 4.596 -3.350
C -2.876 4.086 -2.116
C -2.875 5.069 -0.981
C -4.632 2.411 0.675
C -4.921 1.343 -0.347
C -5.741 2.992 1.280
H -6.559 5.395 3.565
H -7.408 3.856 3.440
H -7.499 5.015 2.122
H -4.211 5.078 3.410
H -1.991 4.569 3.611
H -1.545 5.162 2.027
H -1.115 3.508 2.513
H -2.977 -0.462 1.661
H -3.816 -2.491 2.563
H -1.935 -4.225 2.873
H -1.129 -4.915 -0.798
H -1.127 -3.041 -2.271
H -2.797 -0.042 -2.026
H -2.212 -0.054 -3.679
H -3.942 0.021 -3.363
H -3.523 1.760 -5.115
H -4.255 3.654 -6.451
H -2.857 4.713 -6.300
H -4.423 5.246 -5.704
H -3.404 5.665 -3.439
H -3.863 5.101 -0.515
H -2.648 6.069 -1.355
H -2.191 4.822 -0.173
H -4.154 0.571 -0.405
H -5.022 1.763 -1.350
H -5.859 0.847 -0.096
H -6.728 2.654 0.986

=====

11
Properties=species:S:1:pos:R:3 method="wB97M-V/def2-TZVPD" total_charge=0 e_homo_ha=-0.38715 e_above_lowest_kcal_mol=21.35 e_lumo_ev=-0.71
C -1.603 -0.191 -0.436
S -0.131 0.846 -0.197
O -0.399 1.782 0.881
O 0.266 1.407 -1.466
Si 1.588 -0.222 0.695
Cl 3.227 0.558 -0.013
Cl 1.339 -2.659 -0.131
H -1.275 -1.224 -0.419
H -2.288 0.021 0.375
H -2.035 0.059 -1.395
H 1.310 -0.378 2.106

=====

11
Properties=species:S:1:pos:R:3 method="wB97M-V/def2-TZVPD" total_charge=0 e_homo_ha=-0.35562 e_above_lowest_kcal_mol=81.04 e_lumo_ev=0.37
N 2.220 -0.274 -1.241
C 1.137 -0.155 -0.883
C -0.219 0.358 -0.406
N -0.098 1.343 0.638
N -1.062 -0.735 0.042
N -0.599 -1.928 0.431
O 0.573 -2.032 0.705
H -0.695 0.812 -1.283
H 0.354 2.186 0.307
H 0.421 0.979 1.431
H -2.033 -0.555 0.258

=====

93
Properties=species:S:1:pos:R:3 method="wB97M-V/def2-TZVPD" total_charge=+3 e_homo_ha="-0.55026 / -0.54933" e_above_lowest_kcal_mol=0.00 e_lumo_ev="-10.28 / -10.91"
Tl 2.037 4.338 2.352
P -0.800 -1.474 -1.357
P 0.385 2.120 -1.816
P -1.466 -1.086 2.530
H -1.743 6.763 3.181
C -1.419 6.174 4.055
C -0.129 5.994 4.392
H 0.670 6.637 3.982
C -2.592 -1.334 -1.776
C -0.186 -1.583 -3.095
C -0.798 -3.295 -1.028
C 0.853 3.886 -1.602
C 1.310 1.812 -3.381
C -1.302 2.367 -2.522
C -1.560 -0.518 4.254
C -0.679 -2.710 2.686
C -3.206 -1.470 2.109
H -2.281 5.779 4.617
H 0.157 5.227 5.120
H -2.924 -2.226 -2.326
H -2.766 -0.438 -2.381
H -3.161 -1.238 -0.844
H -0.571 -2.492 -3.577
H 0.909 -1.607 -3.098
H -0.511 -0.709 -3.668
H -1.010 -3.852 -1.951
H -1.558 -3.546 -0.281
H 0.178 -3.608 -0.640
H 0.954 4.363 -2.586
H 1.811 3.953 -1.067
H 0.100 4.423 -1.015
H 1.166 2.665 -4.058
H 0.932 0.893 -3.845
H 2.377 1.696 -3.149
H -1.244 3.050 -3.380
H -1.948 2.792 -1.741
H -1.701 1.397 -2.846
H -2.301 -1.185 4.724
H -1.856 0.539 4.312
H -0.570 -0.655 4.709
H -1.394 -3.279 3.305
H 0.283 -2.591 3.203
H -0.575 -3.181 1.697
H -3.564 -1.893 3.070
H -3.236 -2.250 1.328
H -3.799 -0.585 1.816
C -1.041 3.438 2.081
C -2.446 3.277 2.115
C -3.208 4.061 1.239
C -2.622 5.083 0.465
C -1.267 5.397 0.647
C -0.595 4.729 1.660
S -0.022 2.081 2.212
H -0.648 0.062 2.058
H -2.853 2.453 2.708
H -4.272 3.844 1.132
H -3.209 5.638 -0.281
H -0.752 6.204 0.098
H 0.033 5.365 2.302
C 5.005 -5.358 -2.252
C 3.689 -5.015 -2.586
C 3.042 -3.967 -1.922
C 3.718 -3.266 -0.893
C 5.027 -3.629 -0.555
C 5.664 -4.669 -1.233
P 2.855 -1.867 -0.087
C 2.966 -2.283 1.694
C 2.769 -1.265 2.652
C 2.829 -1.562 4.011
C 3.023 -2.881 4.432
C 3.135 -3.905 3.489
C 3.102 -3.614 2.124
C 4.167 -0.574 -0.218
C 5.063 -0.192 0.796
C 5.955 0.863 0.585
C 5.979 1.530 -0.640
C 5.126 1.127 -1.673
C 4.229 0.083 -1.467
H 5.509 -6.171 -2.783
H 3.178 -5.570 -3.379
H 2.016 -3.695 -2.199
H 5.559 -3.103 0.233
H 6.681 -4.944 -0.971
H 2.599 -0.237 2.325
H 2.741 -0.756 4.740
H 3.051 -3.112 5.498
H 3.257 -4.939 3.819
H 3.210 -4.417 1.393
H 5.088 -0.697 1.762
H 6.634 1.160 1.387
H 6.675 2.352 -0.797
H 5.167 1.636 -2.636
H 3.567 -0.237 -2.276

=====

29
Properties=species:S:1:pos:R:3 method="wB97M-V/def2-TZVPD" total_charge=0 e_homo_ha=-0.38472 e_above_lowest_kcal_mol=0.00 e_lumo_ev=0.50
C -2.450 -1.734 -0.063
C -1.743 -0.635 0.721
C -1.746 0.790 0.164
C -0.534 1.213 -0.617
O 0.156 2.158 -0.240
O -0.333 0.565 -1.745
H -1.837 -2.574 -0.395
H -3.066 -1.379 -0.886
H -3.109 -2.248 0.647
H -0.693 -0.936 0.872
H -1.989 -0.574 1.783
H -2.568 0.873 -0.567
H -2.005 1.578 0.866
H 0.517 0.963 -2.237
O 0.043 1.032 2.540
H -0.813 1.199 2.940
H -0.001 1.456 1.670
O 2.467 -0.269 1.998
H 3.399 -0.096 2.174
H 2.008 0.507 2.373
O 1.728 1.772 -2.447
H 2.315 1.080 -2.061
H 1.671 2.443 -1.766
O 0.653 -2.026 -1.394
H 0.186 -2.112 -0.559
H 0.200 -1.310 -1.867
O 2.636 -0.289 -0.875
H 2.317 -1.174 -1.122
H 2.591 -0.273 0.094

=====

67
Properties=species:S:1:pos:R:3 method="wB97M-V/def2-TZVPD" total_charge=-1 e_homo_ha=-0.15047 e_lumo_ev=1.66
O 2.493 -7.551 -6.025
B 1.959 -6.277 -5.793
O 2.809 -5.332 -5.194
In -0.186 -5.601 -6.362
Br -2.057 -6.958 -5.128
H 2.893 -7.514 -6.904
H 2.872 -4.605 -5.827
H -0.382 -3.908 -5.864
H -0.292 -5.798 -8.137
O -2.514 -0.443 -4.131
P -1.527 -0.183 -3.052
N -0.115 -0.936 -3.664
C 0.942 -1.546 -2.883
C 0.387 -0.324 -4.894
N -2.244 -1.122 -1.808
C -1.479 -1.944 -0.885
C -3.483 -1.819 -2.148
N -0.760 0.816 -1.861
C -1.759 1.633 -1.117
C 0.214 1.796 -2.379
H 1.459 -0.872 -2.181
H 1.707 -1.965 -3.537
H 0.580 -2.394 -2.308
H 0.713 0.719 -4.767
H -0.386 -0.315 -5.665
H 1.231 -0.873 -5.307
H -1.132 -2.872 -1.354
H -2.108 -2.229 -0.035
H -0.629 -1.405 -0.467
H -3.307 -2.677 -2.806
H -4.192 -1.152 -2.629
H -3.960 -2.183 -1.233
H -2.300 2.313 -1.785
H -1.257 2.233 -0.358
H -2.485 1.007 -0.608
H -0.210 2.448 -3.150
H 1.102 1.315 -2.785
H 0.565 2.419 -1.555
O -0.501 1.975 2.360
P 0.013 2.133 3.741
N 1.145 3.418 3.548
C 2.336 3.602 4.352
C 0.542 4.672 3.099
N 0.807 0.632 3.934
C 2.092 0.477 4.597
C 0.749 -0.283 2.792
N -0.210 2.276 5.450
C -1.178 1.255 5.945
C -0.748 3.568 5.921
H 2.161 3.742 5.429
H 2.880 4.482 4.003
H 3.026 2.771 4.239
H -0.173 5.106 3.811
H 0.002 4.517 2.164
H 1.307 5.426 2.913
H 2.922 0.805 3.961
H 2.262 -0.577 4.829
H 2.128 1.007 5.548
H 1.393 0.046 1.968
H -0.265 -0.387 2.420
H 1.075 -1.277 3.103
H -2.167 1.383 5.494
H -1.286 1.348 7.026
H -0.831 0.249 5.730
H -1.686 3.841 5.429
H -0.038 4.381 5.785
H -0.927 3.510 6.995

=====

52
Properties=species:S:1:pos:R:3 method="wB97M-V/def2-TZVPD" total_charge=+1 e_homo_ha=-0.48289 e_above_lowest_kcal_mol=200.49 e_lumo_ev=-2.78
O -3.603 -1.373 1.598
H 0.059 4.086 -0.991
H -0.420 4.006 -2.609
O -0.744 3.864 -1.656
H -3.893 1.538 -2.199
H 0.155 -3.534 1.326
O -0.525 -2.256 0.121
H -0.508 -1.733 0.778
H -3.078 0.780 -0.332
O 4.150 0.320 1.998
H 4.953 0.716 1.460
H -2.226 1.087 1.071
O -2.448 0.494 0.479
H 0.577 0.316 4.615
O 2.536 -2.454 0.576
H 2.718 -1.667 1.210
H 3.271 1.562 -1.637
O 1.278 3.739 2.786
H -0.932 -3.381 -2.442
H -0.600 1.812 -3.452
O 1.118 1.296 1.433
H -4.275 -0.932 1.959
H 1.088 1.989 2.148
O -4.099 1.375 -1.262
H 1.666 -3.743 2.055
H -4.492 1.892 -0.622
O 4.038 1.349 -2.233
H 1.114 4.706 2.932
H 4.020 0.358 -2.081
O -3.026 1.316 -3.705
H -1.902 -3.193 3.676
H 2.482 -1.410 -2.853
O -0.957 2.690 -4.022
H -2.440 2.080 -3.619
H -1.002 2.419 -5.051
O -2.005 -2.344 3.349
H -2.749 -1.793 2.508
H -0.306 -1.689 -0.792
O 2.701 -2.006 -3.525
H 2.310 3.721 2.928
H 2.090 -1.925 0.068
O 0.427 -0.172 3.790
H -1.071 -1.788 3.237
H 2.139 1.071 1.094
O 0.719 -3.820 2.049
H 2.205 -2.698 -3.315
H 4.455 -0.425 2.478
O -0.124 -3.118 -2.587
H 0.448 -3.917 -2.610
H -3.217 -0.602 0.939
H -3.412 1.249 -4.499
H 1.337 0.142 3.433

=====

76
Properties=species:S:1:pos:R:3 method="wB97M-V/def2-TZVPD" total_charge=+2 e_homo_ha=-0.51444 e_lumo_ev=-4.99
Lu 0.895 -0.222 -0.437
N 0.236 -2.555 2.113
P -0.645 -1.186 1.638
C -1.982 -1.806 0.586
C -1.983 -3.108 0.089
C -2.982 -3.518 -0.785
C -3.981 -2.634 -1.160
C -3.983 -1.332 -0.670
C -2.982 -0.913 0.188
C -1.370 -0.540 3.134
C -2.539 -1.096 3.657
C -3.056 -0.612 4.848
C -2.414 0.425 5.512
C -1.254 0.985 4.991
C -0.733 0.506 3.801
C 1.305 -3.040 1.391
C 2.026 -4.143 1.867
C 3.104 -4.589 1.146
C 3.465 -3.940 -0.036
C 2.702 -2.879 -0.444
N 1.617 -2.427 0.238
H -0.044 -3.068 2.936
H -1.219 -3.812 0.395
H -2.988 -4.532 -1.161
H -4.766 -2.960 -1.830
H -4.775 -0.651 -0.951
H -2.991 0.102 0.568
H -3.051 -1.896 3.135
H -3.960 -1.041 5.257
H -2.821 0.801 6.440
H -0.761 1.794 5.510
H 0.172 0.947 3.397
H 1.733 -4.619 2.792
H 3.674 -5.437 1.502
H 4.312 -4.256 -0.624
H 2.940 -2.352 -1.356
B 2.890 1.316 -1.649
N 2.770 -0.012 -2.496
C 3.594 -0.499 -3.433
C 2.969 -1.541 -4.095
C 1.718 -1.633 -3.496
N 1.589 -0.715 -2.537
N 3.475 1.092 -0.228
C 4.643 1.432 0.323
C 4.622 1.082 1.665
C 3.369 0.521 1.862
N 2.670 0.534 0.720
H 3.522 2.135 -2.238
H 1.728 1.694 -1.487
H 4.559 -0.045 -3.589
H 3.354 -2.127 -4.909
H 0.910 -2.319 -3.697
H 5.403 1.908 -0.273
H 5.402 1.223 2.391
H 2.938 0.111 2.762
C -2.040 1.010 -3.151
N -1.861 2.223 -2.364
C -2.502 3.423 -2.919
C -2.639 4.498 -1.866
C -1.315 4.669 -1.156
N -0.893 3.381 -0.594
C -0.143 3.434 0.651
C -1.146 2.235 -1.237
O -0.699 1.125 -0.766
H -3.056 0.629 -3.040
H -1.333 0.246 -2.845
H -1.866 1.252 -4.200
H -3.478 3.120 -3.300
H -1.909 3.770 -3.769
H -3.411 4.228 -1.142
H -2.942 5.434 -2.334
H -1.393 5.372 -0.328
H -0.540 5.041 -1.832
H -0.728 3.965 1.403
H 0.802 3.959 0.501
H 0.065 2.434 1.019